Formula: C42H84N2O9P2
Source: the Open Molecules 2025 dataset
Level of theory: the ωB97M-V functional and the def2-TZVPD basis

```
139
Properties=species:S:1:pos:R:3:forces:R:3
C 0.879 1.352 3.063 -0.140 -0.271 -0.459
O 2.011 2.158 2.498 -0.175 -2.082 0.541
C 3.149 1.270 2.168 0.781 -0.224 0.346
C 3.563 0.231 3.377 0.560 -0.214 -0.426
C 5.198 -0.019 3.447 -0.884 -0.462 -0.275
C 5.411 -1.464 4.206 0.020 0.530 -0.142
C 6.901 -1.634 4.906 -0.805 -1.394 -0.631
C 7.432 -3.143 4.468 0.533 0.232 1.553
C 6.750 -4.310 5.433 -0.418 0.062 -0.862
C 5.293 -4.845 4.872 0.674 -0.417 0.183
C 5.083 -6.360 5.547 -1.634 0.606 -1.067
C 3.528 -6.488 6.150 1.457 -1.041 -0.320
C 2.546 -6.538 4.846 -0.328 -0.783 -0.488
C 1.143 -5.707 4.974 -0.436 -2.249 1.149
P 1.238 -3.848 4.591 -0.891 -1.290 -1.398
P 1.562 -3.366 6.715 -1.312 3.405 2.990
N 1.103 -1.826 7.049 -0.195 -1.575 0.137
C 0.855 -4.037 2.738 -1.068 -0.109 -6.369
C 0.284 -2.689 1.927 1.030 -4.724 -1.837
C -0.012 -2.863 0.322 0.854 -1.151 2.030
N 0.196 -4.088 -0.525 0.979 -0.227 6.474
C 0.698 -5.285 0.234 -0.117 1.756 2.049
C 1.063 -5.383 1.830 -1.575 4.066 -1.953
H 0.917 0.325 2.494 -0.255 1.742 1.389
H -0.169 1.839 2.795 2.453 -0.676 0.521
H 0.968 1.234 4.243 -0.130 0.111 -2.638
H 4.097 1.936 1.918 -2.209 -1.077 0.587
H 2.911 0.642 1.208 0.285 1.108 1.683
H 3.064 -0.817 3.100 0.993 2.185 0.926
H 3.226 0.598 4.445 0.445 -0.754 -2.282
H 5.751 0.863 3.986 -1.170 -1.707 -0.863
H 5.604 -0.057 2.345 -0.630 -0.066 2.113
H 4.547 -1.580 5.015 1.863 0.265 -1.609
H 5.252 -2.327 3.402 0.307 1.867 1.709
H 6.763 -1.623 6.082 0.553 0.180 -2.472
H 7.673 -0.829 4.542 -1.671 -1.456 0.761
H 7.217 -3.381 3.343 0.410 0.546 2.118
H 8.599 -3.162 4.657 -2.314 -0.112 -0.496
H 7.471 -5.256 5.427 -1.524 2.076 0.201
H 6.552 -3.920 6.538 0.777 -0.832 -2.290
H 5.321 -4.902 3.687 0.008 -0.018 2.468
H 4.392 -4.122 5.131 1.990 -1.460 -0.283
H 5.096 -7.104 4.613 0.322 1.271 2.340
H 5.904 -6.611 6.343 -1.628 0.509 -1.614
H 3.514 -7.527 6.732 -0.319 2.201 -1.274
H 3.282 -5.668 6.945 0.472 -1.333 -1.712
H 3.096 -6.234 3.830 -0.983 -0.460 2.412
H 2.249 -7.683 4.686 0.592 2.476 0.343
H 0.794 -5.812 6.111 0.708 0.230 -2.497
H 0.332 -6.311 4.355 1.605 1.728 1.037
H 2.530 -3.241 4.299 -0.646 -0.193 0.073
H -0.007 -3.076 4.701 0.899 -0.230 0.229
H 0.732 -4.201 7.592 1.163 -0.128 -0.617
H 2.970 -3.437 7.024 -0.391 -0.702 -0.047
H 0.355 -1.813 7.782 0.907 -0.036 -1.074
H 0.142 -1.713 2.561 0.117 -1.983 -1.665
H -0.444 -1.899 -0.234 1.073 -2.453 1.159
H 0.844 -6.290 -0.396 -0.400 2.588 1.364
H 1.457 -6.379 2.295 -0.889 2.104 -1.121
C -3.986 -2.457 3.072 0.172 -0.399 0.161
C -3.240 -1.765 4.181 0.937 -0.848 0.816
C -3.462 -0.285 4.348 0.325 0.065 0.426
O -2.479 -2.384 4.923 -0.847 0.703 -0.848
H -3.728 -3.522 3.071 0.005 0.223 0.020
H -5.062 -2.358 3.230 0.044 0.169 -0.238
H -3.701 -2.027 2.108 -0.233 0.072 0.028
H -4.515 -0.089 4.563 0.030 0.066 -0.233
H -3.154 0.241 3.441 -0.233 -0.001 -0.015
H -2.859 0.080 5.187 -0.107 -0.115 -0.180
C -2.796 -0.207 -2.823 0.215 -0.529 0.075
C -2.050 0.486 -1.713 0.725 -0.338 0.976
C -2.272 1.965 -1.546 0.332 -0.396 0.308
O -1.289 -0.133 -0.972 -0.783 0.575 -0.801
H -2.538 -1.271 -2.824 -0.043 0.216 0.009
H -3.873 -0.108 -2.665 0.060 0.152 -0.164
H -2.512 0.223 -3.786 -0.211 0.086 0.053
H -3.326 2.161 -1.332 0.015 0.074 -0.236
H -1.965 2.492 -2.453 -0.258 -0.070 0.200
H -1.670 2.330 -0.708 -0.109 -0.066 -0.226
C -0.779 4.831 -5.011 0.292 -0.468 0.240
C -1.747 5.147 -3.903 -0.381 -0.264 1.229
C -2.709 6.283 -4.125 0.020 -0.168 0.348
O -1.753 4.501 -2.856 0.199 0.830 -1.262
H -0.147 3.988 -4.711 -0.120 0.168 -0.048
H -1.326 4.553 -5.915 0.045 0.157 0.015
H -0.140 5.696 -5.204 -0.147 0.019 -0.147
H -3.343 6.070 -4.990 0.233 0.183 0.107
H -2.156 7.213 -4.279 -0.055 -0.097 -0.207
H -3.347 6.396 -3.242 0.134 -0.079 -0.160
C -5.718 6.359 -8.422 0.188 0.335 0.201
C -5.467 5.419 -7.274 0.612 0.449 0.982
C -5.964 4.005 -7.413 0.187 -0.154 0.460
O -4.878 5.791 -6.261 -0.803 -0.490 -1.310
H -5.305 7.344 -8.182 -0.103 -0.209 -0.024
H -5.227 5.984 -9.324 -0.148 -0.055 0.006
H -6.793 6.462 -8.589 0.060 -0.116 -0.132
H -5.484 3.525 -8.270 -0.200 0.077 -0.075
H -7.050 4.003 -7.535 0.091 -0.046 -0.201
H -5.712 3.441 -6.509 -0.054 0.148 -0.179
C -7.577 -4.870 2.174 -0.066 0.344 0.364
C -7.047 -3.915 1.139 0.135 1.586 0.289
C -6.654 -4.488 -0.197 0.145 0.434 -0.204
O -6.940 -2.712 1.374 -0.128 -1.519 -0.284
H -7.820 -4.317 3.088 0.060 -0.105 -0.219
H -8.486 -5.352 1.805 0.165 -0.161 -0.002
H -6.818 -5.620 2.411 -0.157 -0.112 -0.122
H -7.521 -4.953 -0.672 0.135 -0.175 0.067
H -5.853 -5.220 -0.065 -0.183 -0.116 -0.052
H -6.289 -3.683 -0.844 -0.084 -0.168 0.172
C 3.912 -3.493 -4.015 0.469 0.153 -0.206
C 4.075 -3.092 -2.573 1.262 0.687 0.744
C 2.919 -3.354 -1.645 0.437 0.246 0.176
O 5.112 -2.569 -2.169 -1.195 -0.631 -0.570
H 4.825 -3.244 -4.566 -0.187 -0.046 0.143
H 3.746 -4.571 -4.083 -0.210 0.100 -0.047
H 3.075 -2.950 -4.460 -0.078 -0.223 0.033
H 2.709 -4.426 -1.608 -0.203 0.167 -0.137
H 2.038 -2.805 -1.984 -0.033 -0.305 -0.014
H 3.179 -3.013 -0.637 -0.063 -0.077 -0.203
C 0.417 8.929 -2.196 0.098 -0.342 -0.354
C -0.688 9.538 -3.016 -0.290 -0.508 -1.335
C -1.444 10.692 -2.413 -0.319 0.064 -0.411
O -0.962 9.111 -4.136 0.366 0.552 1.318
H 0.875 8.107 -2.757 -0.115 0.184 0.119
H 1.184 9.680 -1.988 -0.112 -0.036 0.198
H 0.011 8.531 -1.262 0.120 0.178 0.052
H -0.761 11.521 -2.215 -0.052 -0.094 0.207
H -1.933 10.373 -1.489 0.181 0.129 0.060
H -2.212 11.030 -3.117 0.183 -0.098 0.144
C -1.830 6.584 -8.215 -0.510 -0.021 -0.055
C -1.746 5.699 -9.430 -1.214 -0.458 -0.580
C -0.375 5.371 -9.956 -0.177 -0.303 -0.414
O -2.760 5.261 -9.972 1.134 0.460 0.631
H -2.881 6.736 -7.948 0.258 -0.041 -0.007
H -1.320 6.108 -7.373 0.106 0.257 -0.126
H -1.381 7.556 -8.432 0.157 -0.105 0.151
H 0.200 4.842 -9.192 0.091 0.215 -0.005
H 0.139 6.290 -10.251 0.098 -0.074 0.203
H -0.468 4.725 -10.835 0.000 0.145 0.200
```
Forces are in eV/Å.

HOMO-LUMO gap	7.41	eV
E_HOMO	-7.3	eV
SMILES	COCCCCCCCCCCCC[PH2]([PH2]=N)c1ccncc1.CC(C)=O.CC(C)=O.CC(C)=O.CC(C)=O.CC(C)=O.CC(C)=O.CC(C)=O.CC(C)=O
total charge	0

Here are the Löwdin charges for atoms 1 to 8, given in e:
1 C -0.11
2 O -0.26
3 C -0.22
4 C -0.20
5 C -0.21
6 C -0.23
7 C -0.20
8 C -0.22